ORCA calculation (ωB97M-V with the def2-TZVPD basis set) on 8 unconnected molecules or ions with the total composition C58H92N2O22.

Atoms and positions in Å:
C 3.008 -1.064 2.140
C 2.621 0.312 2.704
C 1.332 0.211 3.539
C 0.298 1.292 3.201
C -1.146 0.799 3.458
C -2.065 1.829 4.107
C -2.569 2.919 3.143
C -4.025 3.279 3.443
C -4.495 4.619 2.893
C -4.566 4.673 1.362
C -5.968 4.528 0.768
C -6.769 3.354 1.332
C -6.141 2.007 1.103
C -6.605 0.890 1.863
N -6.114 -0.304 1.771
C -5.074 -0.446 0.897
C -4.447 -1.692 0.749
C -3.398 -1.845 -0.108
C -2.908 -0.758 -0.867
C -1.731 -0.917 -1.800
C -0.782 0.288 -1.718
C 0.632 -0.034 -2.184
C 1.499 1.242 -2.326
C 2.717 1.318 -1.382
C 4.080 1.361 -2.111
C 4.813 2.688 -1.928
C 5.348 2.885 -0.491
C 5.011 4.242 0.082
O 5.479 5.246 -0.796
C 4.994 6.533 -0.500
C -3.526 0.459 -0.749
C -4.602 0.641 0.135
N -5.170 1.882 0.248
H 2.810 -1.853 2.860
H 2.497 -1.293 1.202
H 4.079 -1.098 1.928
H 2.514 1.031 1.891
H 3.453 0.625 3.328
H 1.562 0.221 4.603
H 0.892 -0.771 3.334
H 0.395 1.547 2.146
H 0.456 2.162 3.839
H -1.079 -0.043 4.154
H -1.602 0.404 2.547
H -1.574 2.276 4.973
H -2.945 1.290 4.471
H -2.475 2.525 2.128
H -1.950 3.814 3.230
H -4.669 2.455 3.126
H -4.114 3.323 4.535
H -5.475 4.837 3.328
H -3.831 5.403 3.264
H -3.902 3.922 0.932
H -4.160 5.633 1.036
H -6.521 5.446 0.974
H -5.891 4.389 -0.310
H -7.791 3.361 0.947
H -6.853 3.468 2.417
H -7.413 1.049 2.571
H -4.816 -2.528 1.330
H -2.926 -2.813 -0.224
H -2.070 -1.087 -2.819
H -1.164 -1.799 -1.489
H -1.169 1.091 -2.348
H -0.759 0.657 -0.690
H 0.576 -0.547 -3.146
H 1.120 -0.691 -1.462
H 1.801 1.366 -3.366
H 0.853 2.093 -2.102
H 2.642 2.253 -0.823
H 2.692 0.515 -0.647
H 3.942 1.206 -3.182
H 4.718 0.544 -1.763
H 4.147 3.516 -2.180
H 5.645 2.714 -2.633
H 4.940 2.105 0.153
H 6.432 2.770 -0.520
H 5.482 4.360 1.067
H 3.928 4.325 0.238
H 4.023 6.506 0.000
H 5.676 7.091 0.150
H 4.904 7.077 -1.440
H -3.220 1.320 -1.329
C -7.802 -1.551 -1.693
C -7.073 -1.354 -2.995
C -7.340 -2.381 -4.070
O -6.141 -2.290 -4.862
C -5.144 -1.906 -4.026
O -3.984 -1.933 -4.291
O -5.646 -1.511 -2.841
H -7.453 -0.835 -0.948
H -8.872 -1.407 -1.841
H -7.628 -2.551 -1.293
H -7.250 -0.346 -3.380
H -8.219 -2.156 -4.670
H -7.408 -3.399 -3.678
C 3.342 -1.703 9.337
C 3.639 -1.522 7.873
C 5.092 -1.455 7.487
O 5.020 -0.727 6.249
C 3.933 0.076 6.316
O 3.671 0.923 5.522
O 3.176 -0.234 7.388
H 2.271 -1.625 9.522
H 3.681 -2.685 9.662
H 3.835 -0.934 9.935
H 3.141 -2.280 7.282
H 5.544 -2.431 7.331
H 5.689 -0.877 8.198
C 5.945 -3.354 -1.391
C 5.154 -4.298 -0.526
C 3.785 -4.673 -1.039
O 3.107 -5.026 0.178
C 3.674 -4.298 1.178
O 3.231 -4.199 2.274
O 4.805 -3.701 0.740
H 6.862 -3.051 -0.887
H 6.208 -3.841 -2.330
H 5.372 -2.451 -1.606
H 5.739 -5.197 -0.311
H 3.797 -5.509 -1.733
H 3.261 -3.826 -1.489
C 0.119 -4.319 4.008
C 0.865 -5.063 5.081
C 0.165 -5.209 6.414
O 1.279 -5.361 7.317
C 2.323 -4.705 6.762
O 3.351 -4.446 7.306
O 2.048 -4.351 5.493
H 0.761 -4.168 3.140
H -0.759 -4.887 3.700
H -0.199 -3.337 4.360
H 1.190 -6.041 4.713
H -0.497 -6.067 6.477
H -0.377 -4.303 6.695
C 6.633 8.715 -4.128
C 5.490 9.648 -3.834
C 4.183 9.332 -4.523
O 3.551 10.619 -4.552
C 4.536 11.553 -4.586
O 4.366 12.707 -4.802
O 5.738 10.975 -4.339
H 7.555 9.088 -3.684
H 6.428 7.726 -3.717
H 6.804 8.622 -5.201
H 5.338 9.736 -2.754
H 3.565 8.614 -3.990
H 4.331 8.998 -5.553
C -5.587 0.693 -9.281
C -6.537 -0.056 -8.387
C -7.856 -0.455 -9.007
O -8.700 -0.559 -7.849
C -8.212 0.298 -6.920
O -8.773 0.593 -5.913
O -7.001 0.765 -7.294
H -4.722 1.038 -8.715
H -5.239 0.044 -10.084
H -6.068 1.570 -9.717
H -6.042 -0.927 -7.948
H -7.825 -1.399 -9.543
H -8.261 0.326 -9.655
C 1.321 -10.153 -1.142
C 2.654 -9.886 -1.787
C 3.590 -8.981 -1.021
O 4.414 -8.458 -2.076
C 3.660 -8.445 -3.205
O 3.965 -7.893 -4.211
O 2.514 -9.139 -3.013
H 0.676 -10.713 -1.817
H 1.457 -10.734 -0.230
H 0.813 -9.220 -0.896
H 3.154 -10.827 -2.036
H 4.197 -9.498 -0.283
H 3.066 -8.147 -0.547

## Properties
* LUMO energy: 0.24 eV
* orbital gap: 9.0 eV
* electronic energy: -109666.189 eV
* highest occupied orbital energy: -8.72 eV

Here are the Mulliken charges for atoms 1 to 8, given in e: -1.43 0.15 -0.40 -0.47 -0.43 -1.32 0.07 -0.30